(1)
Molecular formula: C18H37IN4O5P3S2
Method: DFT, ωB97M-V/def2-TZVPD

Last column: natural (NBO) charge in e.
Positions of all 70 atoms, in Å:
C: -0.142 -0.534 -3.650  -0.35
C: 0.699 -0.078 -2.724  -0.27
C: 0.369 0.405 -1.320  -0.32
O: 0.317 -0.538 -0.274  -0.56
C: 1.345 -1.473 -0.073  0.44
C: 1.041 -2.758 -0.905  -0.52
C: -0.418 -3.038 -1.109  0.14
N: -1.190 -3.725 -0.378  -0.58
N: 2.678 -1.067 -0.519  -0.58
C: 3.500 -0.457 0.158  0.22
S: 4.500 0.571 0.739  0.18
C: 1.252 -1.942 1.411  -0.26
O: 2.250 -2.878 1.690  -0.54
C: 3.253 -2.629 2.651  -0.13
C: 4.331 -3.720 2.532  -0.26
I: 3.702 -5.361 3.810  0.06
C: 4.541 -4.292 1.147  -0.45
C: 5.231 -3.301 0.179  -0.62
P: 0.863 -0.705 2.733  1.81
O: -0.354 0.180 2.217  -0.98
O: 2.053 0.310 3.022  -0.98
S: 0.332 -1.600 4.382  -0.64
P: 1.514 1.847 -0.997  1.33
N: 1.522 2.408 0.467  -1.31
P: -1.334 1.239 -1.206  0.79
C: -1.537 2.263 -2.721  -0.94
C: -2.640 -0.068 -1.332  -0.71
C: -3.753 0.227 -2.347  -0.61
H: 0.207 -0.620 -4.668  0.22
H: -1.158 -0.842 -3.461  0.19
H: 1.749 -0.042 -3.000  0.22
H: 1.481 -2.577 -1.883  0.24
H: 1.561 -3.620 -0.494  0.25
H: -0.848 -2.648 -2.027  0.16
H: -0.682 -4.089 0.432  0.33
H: 0.317 -2.506 1.417  0.24
H: 3.747 -1.661 2.538  0.18
H: 2.876 -2.685 3.667  0.22
H: 5.263 -3.355 2.945  0.23
H: 5.228 -5.127 1.262  0.22
H: 3.639 -4.724 0.730  0.22
H: 4.614 -3.112 -0.691  0.21
H: 6.191 -3.697 -0.128  0.22
H: 5.420 -2.364 0.700  0.20
H: -0.836 0.405 3.026  0.52
H: 2.446 0.061 3.867  0.53
H: 1.141 2.852 -1.908  -0.08
H: 2.760 1.414 -1.494  -0.07
H: 0.872 1.875 1.037  0.38
H: -1.697 1.695 -3.632  0.23
H: -2.455 2.821 -2.541  0.22
H: -0.743 2.990 -2.829  0.24
H: -3.114 -0.128 -0.357  0.24
H: -2.265 -1.063 -1.552  0.24
H: -3.381 0.286 -3.364  0.20
H: -4.337 1.102 -2.082  0.20
H: -4.427 -0.628 -2.332  0.23
C: -2.780 4.405 1.419  -0.75
C: -3.784 4.041 0.385  0.72
O: -3.852 3.037 -0.232  -0.43
N: -4.806 5.114 -0.003  -0.58
C: -6.100 4.938 0.753  -0.42
H: -2.446 3.496 1.911  0.29
H: -1.929 4.883 0.930  0.29
H: -3.195 5.088 2.163  0.24
H: -4.430 6.053 0.144  0.44
H: -4.987 4.943 -0.995  0.45
H: -6.772 5.740 0.465  0.25
H: -5.892 4.988 1.818  0.24
H: -6.519 3.975 0.481  0.25

Atoms 1-3, force components in eV/Å:
0.3 0.1 0.1
0.0 -0.5 0.1
-0.7 0.3 -1.8

Computed properties:
E_tot = -3421.07865 hartree
Maximum force = 2.20 eV/A
Spin multiplicity = 1
Relative energy (zero: lowest compared OMol25 entry of this formula, charge and spin) = 0.00 kcal per mole
LUMO = -3.755 eV
Charge = +1
E_HOMO = -10.26 eV

---

(2)
Molecular formula: C18H37N3
Method: DFT, ωB97M-V/def2-TZVPD

Last column: natural (NBO) charge in e.
Positions of all 58 atoms, in Å:
C: 4.563 0.586 1.539  -0.40
C: 5.065 -0.619 0.735  -0.40
H: 4.941 -0.432 -0.331  0.19
C: 4.364 -1.932 1.095  -0.39
H: 4.450 -2.091 2.173  0.20
C: 2.883 -1.992 0.708  -0.40
H: 2.355 -1.157 1.167  0.19
H: 2.453 -2.908 1.118  0.20
C: 2.653 -1.973 -0.801  -0.40
H: 3.173 -1.122 -1.240  0.19
C: 1.176 -1.916 -1.195  -0.38
H: 0.637 -2.716 -0.685  0.21
H: 1.093 -2.097 -2.271  0.19
C: 0.450 -0.598 -0.875  -0.04
N: -0.971 -0.872 -1.033  -0.63
H: -1.168 -1.112 -2.000  0.35
C: -1.886 0.157 -0.587  -0.22
H: -1.602 0.431 0.433  0.18
C: -3.317 -0.394 -0.599  -0.22
N: -4.264 0.637 -0.214  -0.45
C: -4.400 0.815 1.225  -0.24
C: -5.279 -0.261 1.885  -0.25
N: -6.588 -0.370 1.259  -0.62
H: -7.105 0.493 1.420  0.34
C: -6.445 -0.572 -0.175  -0.25
C: -5.579 0.520 -0.823  -0.23
H: -5.460 0.333 -1.892  0.20
H: -6.078 1.490 -0.701  0.18
H: -7.439 -0.589 -0.626  0.20
H: -5.980 -1.551 -0.324  0.19
H: -5.416 -0.036 2.945  0.20
H: -4.797 -1.240 1.802  0.19
H: -3.407 0.821 1.676  0.20
H: -4.855 1.800 1.386  0.19
H: -3.352 -1.288 0.039  0.18
H: -3.550 -0.709 -1.620  0.19
H: -1.869 1.072 -1.201  0.17
C: 0.968 0.575 -1.738  -0.43
H: 1.947 0.325 -2.146  0.20
C: 1.062 1.925 -1.017  -0.39
H: 0.086 2.174 -0.597  0.20
H: 1.305 2.693 -1.758  0.20
C: 2.099 1.986 0.107  -0.40
H: 1.943 2.909 0.672  0.20
C: 3.543 1.957 -0.388  -0.40
H: 3.685 1.103 -1.050  0.19
C: 4.570 1.897 0.746  -0.39
H: 4.378 2.724 1.434  0.20
H: 5.568 2.045 0.324  0.20
H: 3.730 2.857 -0.980  0.20
H: 1.928 1.157 0.792  0.19
H: 0.295 0.691 -2.593  0.21
H: 0.589 -0.364 0.184  0.18
H: 3.090 -2.876 -1.234  0.20
H: 4.887 -2.754 0.599  0.20
H: 6.137 -0.742 0.906  0.21
H: 3.553 0.397 1.899  0.19
H: 5.190 0.714 2.424  0.21

Atoms 1-3, force components in eV/Å:
0.1 0.1 -0.2
-0.1 -0.1 0.2
0.1 0.0 -0.1

Computed properties:
E_tot = -872.30968 hartree
Maximum force = 0.40 eV/A
Spin multiplicity = 1
Relative energy (zero: lowest compared OMol25 entry of this formula, charge and spin) = 4.32 kcal per mole
LUMO = 0.992 eV
E_HOMO = -7.72 eV
SMILES = C1CCCCCC(NCCN2CCNCC2)CCCCC1

---

(3)
Molecular formula: C18H37N3O5
Method: DFT, ωB97M-V/def2-TZVPD

Last column: natural (NBO) charge in e.
Positions of all 63 atoms, in Å:
C: 6.879 2.524 -2.661  -0.32
C: 5.797 1.829 -3.280  -0.08
C: 4.380 1.204 -3.911  -0.27
C: 3.550 0.765 -2.540  -0.24
N: 2.816 2.073 -2.176  -0.70
C: 2.501 2.997 -3.343  0.70
O: 1.548 3.916 -3.523  -0.53
C: 3.617 2.581 -4.470  -0.55
H: 7.557 3.440 -2.305  0.30
H: 4.582 0.375 -4.728  0.27
H: 4.391 0.755 -1.694  0.24
H: 2.857 -0.204 -2.616  0.24
H: 3.584 2.536 -1.615  0.40
H: 3.311 2.621 -5.601  0.26
H: 4.519 3.358 -4.415  0.28
C: 2.126 -2.911 4.435  -0.24
O: 0.835 -2.756 3.861  -0.56
C: 0.308 -1.429 3.989  -0.07
C: 0.287 -0.712 2.628  -0.25
N: 1.644 -0.384 2.173  -0.63
C: 1.717 0.020 0.765  -0.25
C: 1.265 -0.996 -0.303  -0.10
O: 2.116 -2.142 -0.416  -0.56
C: 1.870 -3.159 0.541  -0.24
H: 2.352 -3.980 4.479  0.19
H: 2.887 -2.432 3.814  0.16
H: 2.163 -2.506 5.450  0.17
H: 0.841 -0.843 4.748  0.18
H: -0.727 -1.542 4.331  0.19
H: -0.295 0.210 2.716  0.19
H: -0.220 -1.370 1.917  0.18
H: 2.243 -1.195 2.299  0.35
H: 2.770 0.267 0.569  0.20
H: 1.149 0.951 0.635  0.20
H: 1.321 -0.493 -1.273  0.18
H: 0.220 -1.300 -0.185  0.19
H: 0.815 -3.232 0.816  0.18
H: 2.491 -2.992 1.425  0.16
H: 2.178 -4.114 0.111  0.19
C: -2.970 -1.991 -1.254  -0.24
O: -2.267 -0.971 -0.557  -0.56
C: -2.140 0.247 -1.301  -0.07
C: -3.027 1.352 -0.703  -0.24
N: -4.451 1.081 -0.936  -0.63
C: -5.354 1.921 -0.141  -0.25
C: -5.263 1.827 1.395  -0.09
O: -5.694 0.571 1.929  -0.55
C: -4.719 -0.457 1.889  -0.24
H: -2.836 -2.930 -0.710  0.19
H: -4.040 -1.773 -1.287  0.16
H: -2.584 -2.120 -2.269  0.17
H: -2.337 0.101 -2.370  0.18
H: -1.094 0.558 -1.202  0.19
H: -2.765 2.311 -1.160  0.20
H: -2.805 1.409 0.366  0.17
H: -4.647 0.109 -0.711  0.35
H: -6.375 1.641 -0.435  0.20
H: -5.218 2.968 -0.444  0.19
H: -5.951 2.572 1.806  0.19
H: -4.273 2.092 1.780  0.16
H: -3.702 -0.077 2.020  0.17
H: -4.807 -1.013 0.953  0.16
H: -4.928 -1.159 2.698  0.19

Atoms 1-3, force components in eV/Å:
-8.0 -3.7 -4.5
6.9 4.9 3.7
1.0 1.0 0.8

Computed properties:
E_tot = -1248.12731 hartree
Maximum force = 9.89 eV/A
Spin multiplicity = 1
LUMO = 0.234 eV
E_HOMO = -8.64 eV
SMILES = C#C[C@H]1CNC(=O)C1.COCCNCCOC.COCCNCCOC

---

(4)
Molecular formula: C18H37N7O5S2V
Method: DFT, ωB97M-V/def2-TZVPD

Last column: Mulliken spin population.
Positions of all 70 atoms, in Å:
V: 0.379 -0.337 -0.181  1.20
N: -0.007 0.349 2.904  0.00
N: 1.310 0.558 3.338  0.00
C: 2.310 0.538 2.468  0.01
N: 3.546 0.760 2.850  0.00
N: 1.932 0.278 1.162  0.01
N: 2.849 0.151 0.208  -0.01
O: 2.199 -0.087 -0.885  -0.02
O: 4.025 0.210 0.257  0.00
H: -0.564 1.148 3.196  0.00
H: -0.369 -0.475 3.378  0.00
H: 1.499 0.726 4.321  0.00
H: 3.754 0.983 3.817  0.00
H: 4.331 0.718 2.214  0.00
C: 0.525 -1.402 -3.023  0.01
O: -0.021 -0.355 -2.168  -0.03
C: -0.171 0.945 -2.841  0.01
C: 0.528 1.982 -2.001  0.00
O: 0.151 1.681 -0.635  -0.02
C: -0.568 2.731 0.073  0.01
H: 1.594 -1.243 -3.162  0.00
H: -0.004 -1.369 -3.974  0.00
H: 0.316 -2.344 -2.519  0.00
H: -1.245 1.128 -2.914  0.00
H: 0.253 0.881 -3.842  0.00
H: 0.220 2.994 -2.264  0.00
H: 1.612 1.914 -2.076  0.00
H: 0.127 3.528 0.332  0.00
H: -0.986 2.277 0.968  0.00
H: -1.366 3.111 -0.564  0.00
C: -4.227 -3.963 -5.021  0.00
C: -3.806 -3.068 -3.907  0.00
C: -3.970 -1.682 -4.016  0.00
C: -3.617 -0.841 -2.978  0.00
C: -3.106 -1.398 -1.796  0.00
C: -2.924 -2.782 -1.660  0.00
C: -3.265 -3.595 -2.717  0.00
S: -2.860 -0.252 -0.538  0.00
C: -3.849 -0.837 0.826  0.00
O: -1.372 -0.519 0.099  -0.05
H: -3.819 -3.616 -5.971  0.00
H: -5.316 -3.939 -5.115  0.00
H: -3.924 -4.994 -4.857  0.00
H: -4.396 -1.264 -4.919  0.00
H: -3.777 0.227 -3.069  0.00
H: -2.550 -3.211 -0.739  0.00
H: -3.158 -4.668 -2.627  0.00
H: -3.642 -1.885 1.028  0.00
H: -4.880 -0.715 0.484  0.00
H: -3.674 -0.197 1.688  0.00
C: -1.430 -4.002 1.455  0.00
N: -0.445 -4.641 0.585  0.00
C: -0.436 -6.117 0.689  0.00
C: 0.486 -3.961 -0.074  0.01
S: 1.004 -2.412 0.667  -0.12
N: 1.132 -4.444 -1.124  0.00
C: 0.564 -5.491 -1.992  0.00
C: 2.490 -4.044 -1.517  0.00
H: -2.395 -4.483 1.285  0.00
H: -1.504 -2.940 1.228  0.00
H: -1.157 -4.137 2.502  0.00
H: -0.633 -6.359 1.732  0.00
H: 0.543 -6.500 0.425  0.00
H: -1.207 -6.570 0.069  0.00
H: -0.514 -5.523 -1.876  0.00
H: 0.995 -6.467 -1.778  0.00
H: 0.810 -5.223 -3.019  0.00
H: 2.903 -3.328 -0.815  0.00
H: 2.476 -3.630 -2.524  0.00
H: 3.118 -4.935 -1.523  0.00

Atoms 1-3, force components in eV/Å:
-0.9 -0.1 0.4
0.0 0.0 0.0
0.0 0.0 0.0

Computed properties:
Expectation value of S² = 0.785
E_tot = -3206.35831 hartree
Maximum force = 1.00 eV/A
Spin multiplicity = 2
Relative energy (zero: lowest compared OMol25 entry of this formula, charge and spin) = 2.45 kcal per mole
LUMO (alpha / beta) = -14.379 / -13.464 eV
Charge = +4
E_HOMO (alpha / beta) = -20.01 / -20.02 eV

---

(5)
Molecular formula: C18H37NO2P2W
Method: DFT, ωB97M-V/def2-TZVPD

Last column: Mulliken spin population.
Positions of all 61 atoms, in Å:
W: -0.063 0.428 0.049  1.17
P: -0.265 -1.875 2.179  -0.03
P: 0.025 2.328 -1.635  0.01
N: -1.810 -0.105 -0.331  0.02
H: -0.002 -1.247 0.818  -0.04
C: -1.114 -1.155 3.600  0.02
H: -1.128 -2.017 4.306  0.00
H: -2.143 -0.868 3.307  0.00
H: -0.564 -0.298 4.032  0.01
C: 1.263 -2.666 2.548  -0.01
H: 0.986 -3.372 3.366  0.00
H: 1.989 -1.909 2.878  0.00
H: 1.634 -3.172 1.641  0.00
C: -1.435 -2.927 1.272  0.00
H: -1.446 -3.810 1.918  0.00
H: -1.042 -3.134 0.255  0.00
H: -2.409 -2.405 1.212  0.00
C: -0.516 3.966 -0.995  0.00
H: -0.396 4.680 -1.831  0.00
H: 0.129 4.222 -0.139  0.00
H: -1.572 3.875 -0.690  0.00
C: 1.749 2.554 -2.132  0.01
H: 1.742 3.387 -2.849  0.00
H: 2.124 1.636 -2.596  0.00
H: 2.340 2.813 -1.246  -0.01
C: -0.979 1.945 -3.147  0.00
H: -0.807 2.778 -3.861  0.00
H: -2.046 1.870 -2.853  0.00
H: -0.623 0.977 -3.559  0.00
C: -2.957 -0.449 -0.889  -0.04
C: -5.343 -0.361 -0.969  -0.05
C: -4.175 0.030 -0.360  0.08
C: -2.930 -1.252 -2.068  0.09
C: -4.134 -1.608 -2.638  -0.05
C: -5.346 -1.178 -2.095  0.10
H: -6.277 -0.028 -0.546  0.00
H: -4.142 0.687 0.505  0.01
H: -1.962 -1.559 -2.484  0.01
H: -4.118 -2.242 -3.509  0.00
H: -6.282 -1.490 -2.555  0.01
C: 1.953 2.286 2.251  0.72
O: 1.011 2.293 1.394  -0.04
C: 1.504 2.110 3.678  -0.14
H: 2.321 1.673 4.286  -0.02
H: 0.642 1.391 3.750  0.10
H: 1.178 3.096 4.129  0.04
C: 3.279 1.914 1.756  -0.07
H: 3.794 2.775 1.198  0.04
H: 3.244 1.033 1.041  0.09
H: 3.926 1.558 2.600  -0.01
C: 2.098 -2.629 -1.280  0.00
C: 2.630 -1.301 -0.796  0.03
C: 3.742 -0.721 -1.654  0.00
O: 1.590 -0.339 -0.647  -0.08
H: 1.574 -2.543 -2.232  0.00
H: 1.424 -3.095 -0.553  0.00
H: 2.933 -3.323 -1.422  0.00
H: 3.067 -1.460 0.206  0.01
H: 3.407 -0.486 -2.671  0.00
H: 4.182 0.184 -1.211  0.01
H: 4.549 -1.463 -1.734  0.00

Atoms 1-3, force components in eV/Å:
0.0 0.5 2.0
-1.3 3.3 -3.2
-0.5 -1.9 1.2

Computed properties:
Expectation value of S² = 2.054
E_tot = -1662.87679 hartree
Maximum force = 4.77 eV/A
Spin multiplicity = 3
Relative energy (zero: lowest compared OMol25 entry of this formula, charge and spin) = 93.97 kcal per mole
LUMO (alpha / beta) = 0.253 / 0.221 eV
E_HOMO (alpha / beta) = -4.41 / -5.78 eV

---

(6)
Molecular formula: C18H37NO7
Method: DFT, ωB97M-V/def2-TZVPD

Last column: natural (NBO) charge in e.
Positions of all 63 atoms, in Å:
C: -1.788 3.265 3.091  -0.75
C: -0.841 2.378 4.105  0.78
O: -1.313 1.196 4.510  -0.56
O: 0.521 2.775 4.563  -0.55
C: 1.338 2.626 3.313  -0.10
C: 2.921 2.609 3.736  -0.44
C: 3.979 2.653 2.485  -0.43
C: 3.443 3.437 1.147  -0.42
C: 2.956 2.448 -0.078  -0.34
C: 1.709 1.410 0.154  -0.44
C: 2.474 0.017 0.566  -0.26
N: 3.564 -0.030 -0.526  -0.67
C: 4.044 1.418 -0.755  0.69
O: 5.188 1.833 -1.367  -0.55
H: -2.931 3.113 3.353  0.27
H: -1.554 4.423 3.119  0.24
H: -1.677 2.895 1.962  0.25
H: 1.014 3.509 2.617  0.19
H: 1.042 1.553 2.891  0.20
H: 3.108 3.433 4.565  0.23
H: 3.106 1.568 4.290  0.22
H: 4.923 3.273 2.872  0.23
H: 4.398 1.576 2.241  0.22
H: 2.637 4.284 1.385  0.22
H: 4.382 4.037 0.720  0.24
H: 2.538 3.159 -0.908  0.25
H: 0.749 1.751 0.730  0.23
H: 1.248 1.120 -0.906  0.21
H: 1.783 -0.952 0.656  0.24
H: 3.073 -0.041 1.577  0.20
H: 2.950 -0.313 -1.348  0.38
C: 1.391 -3.741 -1.981  -0.26
O: 1.005 -3.221 -0.714  -0.56
C: -0.410 -3.025 -0.619  -0.09
C: -1.070 -4.136 0.203  -0.09
O: -1.013 -5.391 -0.483  -0.55
C: -0.005 -6.246 0.045  -0.26
H: 2.440 -4.042 -1.923  0.19
H: 0.795 -4.614 -2.259  0.18
H: 1.291 -2.965 -2.747  0.16
H: -0.863 -2.949 -1.615  0.18
H: -0.563 -2.069 -0.106  0.18
H: -2.130 -3.893 0.333  0.18
H: -0.618 -4.211 1.198  0.18
H: -0.314 -6.622 1.025  0.17
H: 0.957 -5.733 0.132  0.18
H: 0.115 -7.094 -0.634  0.19
C: -3.436 -1.555 -1.937  -0.26
O: -2.554 -0.479 -2.242  -0.56
C: -2.630 -0.093 -3.618  -0.09
C: -3.443 1.194 -3.788  -0.09
O: -4.825 0.976 -3.488  -0.55
C: -5.183 1.479 -2.205  -0.26
H: -3.469 -1.674 -0.852  0.19
H: -4.449 -1.361 -2.296  0.19
H: -3.056 -2.482 -2.379  0.17
H: -3.041 -0.903 -4.231  0.18
H: -1.604 0.093 -3.951  0.18
H: -3.391 1.506 -4.836  0.19
H: -3.031 2.004 -3.175  0.18
H: -5.203 2.572 -2.228  0.17
H: -4.492 1.137 -1.430  0.18
H: -6.185 1.115 -1.961  0.19

Atoms 1-3, force components in eV/Å:
0.1 0.5 -0.3
-2.0 -5.6 2.1
3.0 7.5 -2.4

Computed properties:
E_tot = -1289.14418 hartree
Maximum force = 9.15 eV/A
Spin multiplicity = 1
Relative energy (zero: lowest compared OMol25 entry of this formula, charge and spin) = 155.19 kcal per mole
LUMO = 0.145 eV
E_HOMO = -9.45 eV
SMILES = CC(=O)OCCCC[C@@H]1CCNC1=O.COCCOC.COCCOC

---

- Look up the spin multiplicity of the second one.
  1